Entry 1:
{
  "formula": "CHIS2",
  "method": "the ωB97M-V functional and the def2-TZVPD basis",
  "species": ["C", "S", "S", "I", "H"],
  "positions_angstrom": [[0.55716, 0.18197, 0.19140], [1.79695, 1.10020, 0.50660], [0.20352, -1.46651, 0.19395], [-1.44412, 1.55826, -1.05036], [-1.11351, -1.37393, 0.15841]],
  "atomic_forces_ev_per_a": [[-0.3, 1.9, -0.8], [-0.7, -0.8, -0.1], [0.5, -0.2, 0.2], [1.1, -1.0, 0.8], [-0.6, 0.2, -0.2]],
  "max_force_ha_per_bohr": 0.041,
  "relative_energy_ev": 1.4064,
  "gap_ev": [6.9, 6.9],
  "homo_energy_ha": [-0.3253, -0.3254],
  "multiplicity": 1
}

Entry 2:
{
  "formula": "C56H148N18O16P6",
  "method": "the ωB97M-V functional and the def2-TZVPD basis",
  "species": ["C", "N", "C", "P", "O", "N", "C", "C", "N", "C", "C", "H", "H", "H", "H", "H", "H", "H", "H", "H", "H", "H", "H", "H", "H", "H", "H", "H", "H", "C", "N", "C", "P", "O", "N", "C", "C", "N", "C", "C", "H", "H", "H", "H", "H", "H", "H", "H", "H", "H", "H", "H", "H", "H", "H", "H", "H", "H", "C", "N", "C", "P", "O", "N", "C", "C", "N", "C", "C", "H", "H", "H", "H", "H", "H", "H", "H", "H", "H", "H", "H", "H", "H", "H", "H", "H", "H", "C", "N", "C", "P", "O", "N", "C", "C", "N", "C", "C", "H", "H", "H", "H", "H", "H", "H", "H", "H", "H", "H", "H", "H", "H", "H", "H", "H", "H", "C", "N", "C", "P", "O", "N", "C", "C", "N", "C", "C", "H", "H", "H", "H", "H", "H", "H", "H", "H", "H", "H", "H", "H", "H", "H", "H", "H", "H", "C", "N", "C", "P", "O", "N", "C", "C", "N", "C", "C", "H", "H", "H", "H", "H", "H", "H", "H", "H", "H", "H", "H", "H", "H", "H", "H", "H", "H", "C", "C", "O", "C", "C", "O", "H", "H", "H", "H", "H", "H", "H", "H", "C", "C", "O", "C", "C", "O", "H", "H", "H", "H", "H", "H", "H", "H", "C", "C", "O", "C", "C", "O", "H", "H", "H", "H", "H", "H", "H", "H", "C", "C", "O", "C", "C", "O", "H", "H", "H", "H", "H", "H", "H", "H", "C", "C", "O", "C", "C", "O", "H", "H", "H", "H", "H", "H", "H", "H"],
  "positions_angstrom": [[3.64106, 1.57930, -4.28140], [3.17049, 0.57245, -3.27295], [1.75092, 0.61250, -2.95025], [4.00537, -0.87550, -2.96879], [3.43976, -1.58081, -1.80729], [3.94227, -1.93233, -4.26413], [4.57171, -1.62763, -5.52336], [3.11117, -3.22966, -4.24238], [5.60825, -0.43120, -2.89069], [5.89457, 0.77501, -2.15397], [6.55179, -1.48727, -2.72338], [4.70601, 1.47045, -4.50717], [3.63596, 2.57056, -3.81192], [3.07567, 1.45412, -5.19486], [1.49722, 1.66338, -2.94865], [1.59974, 0.22679, -1.95042], [1.01802, 0.09107, -3.51499], [3.85429, -1.83549, -6.27122], [4.88555, -0.55448, -5.48775], [5.44729, -2.27482, -5.61378], [2.55251, -3.26634, -3.22361], [2.39084, -3.25875, -5.04172], [3.77135, -4.09158, -4.25740], [5.16781, 1.60040, -2.32954], [5.85017, 0.54028, -1.08410], [6.87369, 1.14070, -2.35067], [6.13531, -2.49120, -2.90535], [7.00398, -1.45950, -1.69537], [7.39020, -1.22883, -3.41912], [-4.98285, -0.41444, 1.22368], [-4.65175, -1.87386, 1.13879], [-3.75968, -2.16225, 0.04663], [-5.88893, -3.02709, 1.41588], [-7.06468, -3.08294, 0.50851], [-5.17312, -4.48365, 1.32999], [-4.05659, -4.89093, 2.22359], [-5.51559, -5.45125, 0.28663], [-6.22041, -2.74905, 3.08457], [-5.31272, -2.04046, 3.98549], [-7.55383, -3.09968, 3.61450], [-5.50243, -0.12103, 2.14740], [-5.63403, -0.11003, 0.43152], [-4.02144, 0.14099, 1.14849], [-2.82877, -1.65566, 0.17165], [-4.09482, -1.86592, -0.94381], [-3.60102, -3.20218, 0.01758], [-3.34222, -5.54318, 1.71318], [-3.49388, -4.06027, 2.52544], [-4.38656, -5.33248, 3.14807], [-4.57670, -5.84952, -0.18399], [-6.10427, -6.24588, 0.72939], [-6.16838, -4.97893, -0.47661], [-4.29476, -1.96005, 3.53730], [-5.53405, -0.99174, 4.05347], [-5.35797, -2.46158, 4.95820], [-8.10077, -3.59260, 2.83803], [-8.11795, -2.25081, 4.05147], [-7.45162, -3.78940, 4.42347], [6.35650, 7.38125, -2.06622], [5.38773, 6.42911, -1.52002], [5.05866, 6.72962, -0.14505], [5.41917, 4.87422, -2.10917], [6.65639, 4.08660, -1.84480], [4.14629, 4.15689, -1.23762], [2.74621, 4.50731, -1.41149], [4.45719, 3.14682, -0.32180], [5.07358, 5.14348, -3.73013], [4.25262, 6.17947, -4.21269], [6.06733, 4.61262, -4.69425], [6.55371, 7.16669, -3.09425], [7.27898, 7.24996, -1.51389], [6.00826, 8.40994, -1.87574], [4.28130, 6.07311, 0.30480], [4.68160, 7.74175, -0.09350], [5.95558, 6.64833, 0.44912], [2.56096, 5.52649, -1.82331], [2.27428, 3.80003, -2.12080], [2.15621, 4.47629, -0.49722], [4.18476, 3.47021, 0.75592], [3.82123, 2.19306, -0.46339], [5.51844, 2.97975, -0.39744], [3.72452, 6.71067, -3.43287], [4.87638, 6.90175, -4.77779], [3.44890, 5.79936, -4.79055], [5.49800, 4.07788, -5.47029], [6.55589, 3.82604, -4.05571], [6.77130, 5.40318, -5.03953], [-2.07120, -3.53246, 5.77254], [-0.83297, -4.05871, 6.26778], [-0.45022, -3.61803, 7.60181], [-0.08810, -5.32759, 5.45259], [-0.60365, -5.38493, 4.07408], [1.48452, -4.93301, 5.86815], [2.50657, -5.98214, 5.94335], [1.99286, -3.71265, 5.25367], [-0.36249, -6.79562, 6.15949], [-1.23983, -7.69375, 5.39693], [-0.30506, -6.98629, 7.64261], [-2.17831, -3.83149, 4.76377], [-2.05567, -2.40583, 5.71756], [-3.01308, -3.76240, 6.30545], [-0.55045, -2.49151, 7.67473], [0.63503, -3.87301, 7.66063], [-1.05803, -4.09798, 8.43111], [2.27931, -6.42013, 6.85595], [2.55782, -6.56685, 5.08321], [3.46054, -5.42456, 5.99209], [2.56723, -3.89274, 4.36931], [1.25483, -2.94788, 5.06992], [2.76481, -3.29468, 5.97626], [-1.07249, -7.51246, 4.30784], [-1.07018, -8.75664, 5.74106], [-2.31969, -7.52568, 5.51140], [0.40787, -6.24484, 7.99762], [-0.00026, -7.98773, 7.90987], [-1.27619, -6.68337, 8.08532], [-0.25386, 5.66590, -3.99163], [-1.16187, 4.69022, -3.34248], [-1.80963, 3.64259, -4.26536], [-1.62281, 5.07996, -1.79332], [-0.48715, 5.36061, -0.87678], [-2.64916, 6.45732, -1.83853], [-3.77680, 6.37587, -2.76170], [-2.49680, 7.66402, -1.12995], [-2.57481, 3.79496, -1.45161], [-3.50598, 3.94229, -0.31948], [-2.16197, 2.40336, -1.47160], [0.04355, 6.39575, -3.24610], [-0.79726, 6.24215, -4.74945], [0.62502, 5.16986, -4.41959], [-1.24000, 2.71110, -4.24792], [-1.83781, 4.14188, -5.22834], [-2.74977, 3.40935, -3.79316], [-4.48817, 7.14074, -2.64895], [-3.42755, 6.46101, -3.84732], [-4.20635, 5.34386, -2.69686], [-1.70110, 7.53246, -0.41280], [-2.19291, 8.49314, -1.79573], [-3.42448, 7.98136, -0.69580], [-2.92611, 3.73293, 0.62208], [-3.84475, 4.97407, -0.29861], [-4.28426, 3.19026, -0.45852], [-2.91413, 1.83306, -1.86116], [-1.87263, 1.97143, -0.57485], [-1.31618, 2.16386, -2.12669], [-1.20424, -2.59490, 2.02526], [-0.38944, -1.41009, 2.10664], [-0.27986, -1.02039, 3.48786], [-0.54283, -0.25845, 0.93274], [-1.79598, 0.55996, 0.84995], [0.67501, 0.78209, 1.34008], [0.57820, 2.16068, 1.00053], [2.02015, 0.29468, 0.91392], [-0.35782, -1.10747, -0.52696], [-1.28092, -1.08065, -1.66871], [0.50522, -2.33161, -0.53131], [-1.33587, -2.84487, 0.94158], [-2.12255, -2.37439, 2.53858], [-0.71486, -3.44673, 2.46542], [0.41375, -1.72238, 4.00982], [-1.20096, -0.90659, 4.03393], [0.10244, 0.01420, 3.55840], [0.78858, 2.32399, -0.10793], [-0.38947, 2.66748, 1.12344], [1.29017, 2.64946, 1.68208], [2.28482, -0.68801, 1.40317], [2.12760, 0.22725, -0.13787], [2.76865, 0.95113, 1.27201], [-0.82920, -0.77016, -2.58794], [-1.70072, -2.09810, -1.84234], [-2.11476, -0.44426, -1.58516], [-0.11004, -3.25689, -0.63955], [1.14140, -2.30631, 0.35600], [1.21029, -2.28746, -1.36468], [-0.41454, -6.20263, 0.56366], [0.75742, -6.46941, 1.47618], [1.41157, -5.18314, 1.55712], [2.68565, -5.19669, 2.02054], [3.27945, -3.84388, 2.09024], [3.25862, -6.21597, 2.37680], [-0.97006, -7.09856, 0.27621], [-0.21072, -5.78454, -0.40659], [-1.01069, -5.52192, 1.18306], [0.41451, -6.82383, 2.41270], [1.43226, -7.22069, 1.07981], [3.73429, -3.63549, 1.10064], [4.08747, -3.68657, 2.88656], [2.51480, -3.08738, 2.13367], [-4.09569, -0.56408, -4.21189], [-5.14103, 0.06267, -3.40533], [-6.27280, -0.86830, -3.32330], [-7.28690, -0.42577, -2.58000], [-8.32278, -1.47302, -2.46951], [-7.33176, 0.71787, -2.15445], [-4.44608, -0.66285, -5.25517], [-3.92905, -1.52306, -3.80854], [-3.15987, 0.03962, -4.15079], [-4.91662, 0.15965, -2.35990], [-5.64760, 0.95316, -3.75189], [-9.24120, -1.01221, -2.04985], [-7.98206, -2.33326, -1.96547], [-8.49257, -1.72649, -3.49402], [-0.60895, 6.24581, 3.70011], [-0.59972, 5.03027, 2.81377], [-1.75850, 4.28425, 3.07339], [-1.61369, 3.05241, 3.67964], [-2.96459, 2.43156, 3.88468], [-0.52885, 2.60110, 3.96566], [0.33583, 6.76052, 3.65695], [-0.91707, 6.09567, 4.72935], [-1.29546, 6.95514, 3.28346], [-0.57943, 5.33808, 1.78637], [0.28644, 4.53180, 2.92900], [-2.76547, 1.53309, 4.50538], [-3.42731, 2.21586, 2.91329], [-3.66989, 3.09602, 4.36739], [3.05108, 2.86411, 4.56716], [3.27739, 1.38191, 4.46727], [4.23901, 1.23022, 3.35295], [4.29409, 0.02394, 2.85503], [5.33256, -0.14174, 1.75316], [3.56010, -0.87893, 3.32070], [2.60872, 3.14758, 3.57099], [4.00064, 3.37920, 4.76600], [2.31177, 3.11656, 5.32912], [3.75226, 0.80381, 5.32466], [2.29651, 0.89354, 4.24750], [5.71935, 0.81895, 1.44113], [4.74526, -0.59795, 0.95448], [6.07434, -0.87972, 1.98376], [-1.41028, 0.96800, -8.08623], [-0.84193, -0.40225, -8.34940], [-1.46257, -1.46929, -7.59685], [-0.96042, -1.78138, -6.38452], [-1.61195, -3.01296, -5.71105], [-0.10670, -1.07885, -5.88361], [-2.35762, 0.97911, -8.62818], [-0.83227, 1.75745, -8.54293], [-1.56742, 1.30586, -7.04966], [-1.03590, -0.71283, -9.37353], [0.26713, -0.41038, -8.12615], [-2.68156, -3.00941, -5.53651], [-1.12808, -3.16515, -4.75393], [-1.49860, -3.80347, -6.41575]],
  "atomic_forces_ev_per_a": [[0.3, -0.9, 1.3], [1.3, -0.6, -0.8], [0.7, 0.8, 1.2], [-0.7, -0.2, -0.9], [-0.4, 0.1, 0.8], [-1.3, -1.3, 0.8], [0.8, 0.7, 1.4], [0.5, 1.8, 2.8], [-2.0, 0.6, -0.7], [-0.9, 0.5, 0.9], [2.0, 0.0, 0.2], [-0.2, -0.5, 0.0], [-0.7, 0.1, -0.3], [-0.2, 0.5, -0.3], [-0.4, 0.4, 0.1], [0.1, 0.1, 0.3], [-0.2, -0.7, -1.5], [-0.5, 0.1, -1.3], [-0.2, -1.0, -0.5], [0.2, 0.1, -0.5], [1.0, 0.2, -1.8], [-0.2, 0.1, -0.5], [0.1, -0.1, -0.3], [0.6, -0.8, 0.0], [0.1, 0.2, 0.2], [0.9, 0.3, -0.4], [0.2, 0.5, -0.1], [-0.5, -0.2, -0.6], [-0.3, -0.8, 0.4], [0.9, -0.4, 0.5], [-1.4, 0.3, 0.5], [-0.3, 0.6, -0.3], [-0.1, 1.2, 1.2], [0.1, 0.6, 0.5], [1.6, -1.3, 0.1], [-1.0, -0.2, -0.9], [0.1, 0.4, -0.5], [-0.2, 0.3, -1.2], [0.5, 0.4, -1.9], [0.9, 0.8, 0.0], [0.3, -0.4, -0.1], [-0.4, 0.2, -0.8], [-0.6, -0.3, 0.1], [0.5, 0.3, 0.4], [-0.6, 0.2, -0.3], [0.4, -1.4, -0.1], [-0.3, -0.1, -0.1], [0.8, 1.5, 0.3], [-0.4, -0.6, 0.3], [-0.9, 0.2, 0.3], [0.1, -0.5, 0.0], [0.6, -0.2, 0.5], [-0.5, -0.8, 0.6], [-0.7, 0.7, 0.4], [0.3, -0.6, 0.9], [-0.5, 0.0, -0.4], [0.3, -0.1, -0.6], [0.2, -0.7, 0.7], [-0.4, -0.2, 1.3], [-0.6, 0.1, -0.5], [-0.5, -0.6, 0.3], [-0.7, 0.1, 1.3], [-0.5, 0.3, -0.7], [0.2, 1.8, -2.0], [-0.5, 0.3, -1.0], [-1.6, -1.5, 2.5], [1.6, -1.3, 0.9], [0.0, 1.4, 0.0], [-0.7, -1.2, 1.6], [0.0, 0.1, -0.7], [0.6, 0.2, 0.1], [0.0, -0.3, -0.4], [0.6, 0.3, -0.6], [-0.1, 0.4, 0.1], [0.3, 0.1, 0.6], [0.5, -0.6, 0.2], [-0.1, 0.2, 0.3], [0.2, -0.1, 0.3], [0.5, -0.3, -1.2], [1.1, 1.1, -0.1], [0.2, -0.6, 0.3], [0.3, 0.2, 0.5], [-0.6, -0.1, 0.0], [-0.6, -0.4, -1.2], [0.5, 0.5, -0.3], [0.3, 0.8, -1.2], [-0.5, -0.6, 0.0], [-0.6, 1.8, 0.1], [-0.5, -0.1, 0.4], [0.5, 0.3, 0.1], [-0.1, 1.0, 1.3], [0.4, 0.3, -0.6], [-0.8, -0.2, -1.4], [0.4, 3.0, 0.1], [1.5, 0.7, 1.8], [-0.2, -0.9, 0.6], [0.0, -0.9, -0.2], [-0.7, 1.6, -1.4], [-0.3, -0.5, -1.1], [0.2, -0.8, 0.3], [0.5, -0.4, 0.2], [0.0, -1.2, 0.0], [-0.9, 0.3, 0.6], [0.7, 0.5, -0.8], [0.3, -1.8, 1.4], [-0.1, -1.5, -1.3], [-0.2, -0.5, 0.3], [0.0, -0.3, -0.7], [-0.3, -0.1, 0.1], [-0.9, -0.1, -0.7], [0.2, -0.6, 1.0], [0.1, 1.0, -0.7], [0.1, 0.3, 0.4], [0.2, -0.2, 0.3], [0.0, -0.2, 0.0], [0.3, -0.6, 0.0], [-0.8, -0.6, 0.3], [0.1, -0.4, -1.1], [1.3, 1.7, 2.0], [0.3, 0.9, 0.0], [-0.2, 0.2, -0.2], [-0.3, -2.5, -1.1], [1.7, -2.1, -1.9], [1.1, 1.0, -0.3], [-1.0, -0.3, 0.8], [1.3, -0.1, 0.4], [2.4, 1.3, -1.8], [0.4, 0.0, 0.2], [0.1, -0.2, -0.2], [-0.1, 0.2, 0.0], [0.3, 0.2, -0.4], [-0.4, -0.5, -0.3], [-0.6, 0.1, -0.5], [-1.0, 0.9, 0.7], [-0.3, 0.0, 1.1], [-0.1, 1.0, 0.0], [0.0, 0.1, 0.5], [0.0, -0.1, 0.1], [-0.5, 0.1, 0.7], [-0.8, 0.1, -0.5], [-0.5, -0.1, 0.1], [-0.2, 0.3, 0.2], [-2.5, -1.6, -0.9], [0.2, -0.2, 2.1], [0.1, 0.7, -0.1], [0.2, -0.4, -1.9], [0.0, 0.1, 0.1], [1.9, 1.3, 0.7], [-1.7, 0.6, -0.7], [0.2, -0.7, 0.3], [1.3, -1.6, -0.8], [-0.1, 1.6, -1.2], [-0.7, -1.6, 1.8], [0.4, -0.7, 0.6], [0.4, -1.3, 0.4], [-0.1, 0.7, -0.6], [-0.4, 0.1, 1.2], [-0.9, -0.3, 0.0], [0.3, -0.3, 0.5], [-0.7, 0.6, -0.3], [-0.9, -0.6, 0.0], [0.4, -0.6, -0.1], [0.3, 0.1, 1.2], [0.1, -0.7, 0.4], [0.0, 0.4, -0.7], [-0.7, 0.9, -0.7], [0.0, -0.2, -1.1], [0.6, 1.1, 0.4], [0.9, 0.0, -0.6], [0.3, 0.4, 0.1], [-1.0, 1.0, 0.9], [0.4, 0.6, 0.4], [-0.4, -0.5, 0.0], [-0.1, 0.0, -0.1], [-0.8, -0.3, 0.6], [0.5, 0.1, -2.1], [0.9, -0.3, 0.5], [0.0, -1.4, 0.9], [1.5, 1.0, -0.4], [-0.7, 0.9, -0.4], [-0.1, -0.2, 0.7], [0.7, 0.6, -0.1], [-0.5, -0.1, -0.7], [-0.2, 0.1, 1.2], [0.3, 0.1, -0.1], [0.1, -0.2, 0.4], [-1.4, -0.5, -1.2], [-0.3, 0.3, 0.5], [0.7, 1.2, -1.4], [-2.5, -0.2, 1.0], [0.7, -0.5, -0.4], [0.2, 1.3, 0.4], [-1.3, 1.6, -0.2], [-0.1, -1.0, -0.1], [0.4, 0.0, 0.3], [0.5, -1.3, 0.4], [-0.6, -0.5, -0.2], [0.8, 0.7, 0.4], [0.8, 0.6, -0.3], [0.6, -0.6, -0.1], [0.3, -0.9, 0.9], [-0.5, -0.5, -0.7], [-0.2, 0.7, -0.3], [-0.8, 1.9, 0.2], [-0.5, -1.7, 0.2], [0.4, 1.3, -0.6], [0.5, -0.8, 0.3], [-0.9, 0.0, 0.1], [0.6, 0.0, 0.2], [0.2, -0.4, 0.1], [-0.7, 0.5, -0.1], [-0.5, 0.1, -0.7], [1.9, -2.0, 0.7], [-0.6, 0.4, -0.6], [0.4, -0.4, 0.2], [0.2, 0.3, 0.3], [0.0, 0.2, -0.6], [0.0, -1.0, 0.3], [-0.7, 0.8, 0.5], [-0.8, -2.8, 1.5], [-1.9, 0.0, 0.0], [2.0, 1.4, -1.4], [0.6, 0.1, 1.0], [-0.4, 0.1, -0.2], [0.1, -0.1, 0.0], [-0.7, 1.1, -0.8], [1.0, 0.1, -0.1], [0.3, 0.0, 0.0], [0.1, 0.1, -0.4], [0.5, -0.1, 0.5], [-1.2, 0.3, -0.2], [1.9, -0.3, 0.9], [-0.4, -0.6, 0.2], [-0.5, 1.2, 0.6], [0.5, 1.2, -0.5], [-0.2, -0.9, 0.1], [-0.3, 0.3, 0.4], [0.5, 0.0, -0.3], [0.1, -0.7, -0.2], [0.2, 0.2, -0.1], [-1.2, -0.2, -0.3], [-0.2, 0.8, -0.2], [0.3, -0.3, -0.1], [0.5, -1.0, -0.3]],
  "max_force_ha_per_bohr": 0.065,
  "smiles": "CN(C)P(=O)(N(C)C)N(C)C.CN(C)P(=O)(N(C)C)N(C)C.CN(C)P(=O)(N(C)C)N(C)C.CN(C)P(=O)(N(C)C)N(C)C.CN(C)P(=O)(N(C)C)N(C)C.CN(C)P(=O)(N(C)C)N(C)C.CCOC(C)=O.CCOC(C)=O.CCOC(C)=O.CCOC(C)=O.CCOC(C)=O",
  "gap_ev": 8.7,
  "homo_energy_ha": -0.3048,
  "multiplicity": 1
}